ORCA calculation (the ωB97M-V functional and the def2-TZVPD basis) on C28H27BCsN13 as an isolated structure.

E = -1839.70178 hartree
LUMO (alpha / beta) = -3.60 / -7.27 eV
energy relative to the best compared isomer or geometry (same formula, charge and spin) = 0.2418 eV
multiplicity = 2
HOMO-LUMO gap (alpha / beta) = 6.74 / 3.06 eV
max |F| = 4.43 eV/A
charge = +1

Last column: Löwdin spin population.
Geometry (Å):
Cs1 -0.7285 0.4631 -1.0633  0.000
C1 -0.0509 -4.1775 -3.1074  0.000
C2 -0.8745 -3.0509 -2.7974  0.001
N1 -0.7921 -2.6647 -1.4802  0.000
N2 0.1014 -3.5691 -0.8969  0.001
C3 0.5969 -4.4405 -1.8924  0.000
B1 0.7550 -3.2555 0.5032  0.001
N3 1.9375 -2.3286 0.3623  0.013
C4 3.0790 -2.4103 1.0764  0.000
C5 3.6294 -1.1708 1.2092  0.004
C6 2.7760 -0.3251 0.4477  0.013
N4 1.7523 -0.9778 -0.0256  0.009
N5 -0.2220 -2.6488 1.5187  0.001
C7 -1.0752 -3.4526 2.2125  0.000
C8 -2.4068 -3.1171 2.0394  0.000
C9 -2.3353 -1.8732 1.3744  0.000
N6 -1.0584 -1.4574 1.1974  0.001
N7 1.2680 -4.6027 0.9786  0.000
C10 0.6313 -5.8213 0.9522  0.000
C11 0.9582 -6.6146 2.0263  0.000
C12 1.8771 -5.7808 2.8071  0.000
N8 2.0142 -4.6179 2.2113  0.000
H1 0.0770 -4.6568 -4.0275  0.000
H2 -1.6250 -2.5359 -3.3946  0.000
H3 1.2102 -5.2934 -1.5881  0.000
H4 3.4489 -3.4038 1.3382  0.000
H5 4.4984 -0.9634 1.8454  0.000
H6 2.9926 0.7606 0.1630  0.000
H7 -0.6989 -4.3455 2.7088  0.000
H8 -3.3208 -3.7228 2.2486  0.000
H9 -3.1937 -1.2077 1.0781  0.000
H10 -0.0543 -5.9810 0.1199  0.000
H11 0.5749 -7.6045 2.3033  0.000
H12 2.3060 -6.0126 3.7833  0.000
C13 -1.7320 2.7286 5.0235  0.000
C14 -1.8405 3.9337 4.4524  0.000
C15 -1.6895 4.0258 3.0623  0.000
C16 -1.4859 2.8609 2.2699  0.000
C17 -1.4054 1.5775 2.9226  0.000
C18 -1.4642 1.5480 4.3040  0.000
N9 -1.7614 2.9037 0.9438  0.000
N10 -2.2400 3.9969 0.4925  0.000
C19 -2.6037 4.1644 -0.8302  0.000
C20 -3.0409 5.5215 -1.0809  0.000
C21 -3.3883 5.8123 -2.3727  0.000
C22 -3.2888 4.7982 -3.3505  0.000
C23 -2.9747 3.5189 -2.9424  0.000
N11 -2.5088 3.1716 -1.7596  0.000
H13 -1.8814 2.6105 6.1000  0.000
H14 -2.0807 4.8565 5.0317  0.000
H15 -1.7955 5.0287 2.6364  0.000
H16 -1.2902 0.6505 2.3191  0.000
H17 -1.2013 0.5976 4.7628  0.000
H18 -3.0989 6.2281 -0.2662  0.000
H19 -3.7237 6.8140 -2.7400  0.000
H20 -3.5255 4.9848 -4.3717  0.000
H21 -2.9872 2.7410 -3.6983  0.000
N12 2.8067 -0.1277 -2.4780  0.388
C24 2.6913 1.2217 -2.5537  0.056
C25 3.3170 1.8472 -3.6453  0.189
C26 3.1917 3.2064 -3.8225  -0.008
C27 2.4831 3.9763 -2.9272  0.195
C28 1.8782 3.2772 -1.8647  0.047
N13 1.9675 1.9413 -1.6598  0.068
H22 3.3944 -0.6871 -3.1014  0.007
H23 2.1768 -0.6118 -1.7945  0.004
H24 3.9592 1.2388 -4.2456  0.006
H25 3.5131 3.6264 -4.7764  -0.004
H26 2.2359 5.0166 -3.1767  0.008
H27 1.3454 3.8621 -1.0950  0.000